DFT (ωB97M-V/def2-TZVPD) results for C18H15N2O5PtSSbSe4 as an isolated structure.

maximum force = 0.73 eV Å⁻¹
⟨S²⟩ = 2.01
energy relative to the best compared isomer or geometry (same formula, charge and spin) = 0.000 eV
total charge = -2
spin multiplicity = 3

Geometry (Å):
1 Pt 0.12632 0.11398 1.45269
2 C -1.88406 -0.00071 4.69815
3 C -0.40233 0.01473 4.71029
4 N 0.37839 0.05943 3.65273
5 C 1.67905 0.06333 4.09628
6 C 1.68711 0.01899 5.46119
7 N 0.36543 -0.01335 5.82466
8 C 2.74705 0.00258 6.50149
9 O 3.97670 0.03697 6.07890
10 O 2.41769 -0.03909 7.67867
11 C 2.80640 0.11161 3.11823
12 O 3.97588 0.11843 3.61097
13 O 2.50860 0.14297 1.91178
14 H -2.24635 0.00589 3.67507
15 H -2.29032 0.87711 5.20394
16 H -2.27386 -0.89652 5.18325
17 H 0.06512 -0.04855 6.78463
18 H 4.02646 0.07539 4.99480
19 Se -3.97439 -0.52633 -1.86353
20 Sb -3.25495 -0.31404 0.45505
21 Se -1.30307 -1.89087 0.99916
22 Se -1.69120 1.69256 0.83409
23 Se -5.04055 -0.38255 2.09261
24 O 0.85937 0.16601 -0.89481
25 S -0.42940 -0.03785 -1.66440
26 C -0.05622 -1.33430 -2.85840
27 C -1.10496 -2.07926 -3.37603
28 C -0.82317 -3.09834 -4.27862
29 C 0.49138 -3.37375 -4.63370
30 C 1.53331 -2.63773 -4.07775
31 C 1.26207 -1.61522 -3.17900
32 C -0.46190 1.32131 -2.85279
33 C 0.48087 2.32480 -2.71380
34 C 0.44671 3.41250 -3.58048
35 C -0.53407 3.49426 -4.55985
36 C -1.49168 2.49143 -4.66879
37 C -1.46262 1.40091 -3.81239
38 H -2.12203 -1.87346 -3.04887
39 H -1.63425 -3.69235 -4.68479
40 H 0.70862 -4.17831 -5.32736
41 H 2.55991 -2.86924 -4.33691
42 H 2.05249 -1.04499 -2.70617
43 H 1.22151 2.24139 -1.92863
44 H 1.17823 4.20511 -3.47618
45 H -0.56268 4.34653 -5.22923
46 H -2.27515 2.56730 -5.41395
47 H -2.23547 0.64128 -3.85218

Löwdin population analysis, charges in e, atoms 1 to 2: atom 1 (Pt): 0.468, atom 2 (C): -0.005